3 unconnected molecules or ions with the total composition C33H57BrClFN2O10P. Source: the Open Molecules 2025 dataset; level of theory: the ωB97M-V functional and the def2-TZVPD basis.

Output
total charge: -1
strongest force on any atom: 0.0668 Eh/bohr
⟨S²⟩: 2.01
E: -5628.878661 Eh
frontier orbital gap (alpha / beta): 0.2621 / 0.2420 hartree
2S+1: 3

Geometry as XYZ:
```
106
Properties=species:S:1:pos:R:3:forces:R:3
Br -4.574665 -4.729656 1.026849 0.1 0.4 -0.2
Cl 0.555763 1.819593 2.063764 -0.4 -0.1 -0.6
P 0.380078 0.657829 0.337574 1.3 0.0 -0.8
F -3.293398 -0.623262 2.882326 0.5 -0.6 0.0
O -1.255907 -0.761313 -1.093575 2.2 0.1 -0.7
O -3.522394 0.460475 -0.299953 1.3 -1.3 -0.1
O -2.433570 1.724327 1.088242 1.9 -0.1 0.9
O 6.878987 -3.996943 -2.517193 -0.3 1.0 0.0
O 0.201710 1.764101 -0.913719 -0.5 -0.4 1.1
O 0.675766 -1.659166 -2.016429 0.2 -0.2 -1.0
O 1.888302 -1.871735 1.422413 -0.3 -0.6 1.0
O -6.668107 5.998107 -1.060688 1.0 0.3 0.0
O -2.146086 -4.271210 2.178476 0.5 -0.3 0.5
O 4.015553 -0.475763 2.350610 0.8 -0.8 1.0
N 5.866219 -3.376940 -3.086934 1.5 -2.9 0.4
N -5.739441 6.005424 -0.126594 -3.3 -0.5 -0.5
C -7.023516 5.287113 2.426445 0.0 0.0 0.0
C -2.872691 -3.757244 1.413652 0.2 0.9 -0.7
C 6.044547 -3.468105 -4.566146 -0.2 1.3 -1.7
C -6.082089 7.080862 0.849344 1.0 1.5 1.1
C -0.117654 -1.587096 -1.147262 -1.9 0.1 2.9
C -6.770125 4.242995 1.344179 -0.4 0.4 0.1
C -0.984787 -1.535822 2.557487 -0.3 0.5 0.2
C 5.663123 -4.847909 -5.127154 -0.2 -0.4 0.3
C -1.381248 -1.649896 1.063092 2.3 -0.4 -1.4
C -7.208781 6.673178 1.812787 -0.2 -0.5 0.0
C 3.255501 -1.154482 3.350429 -1.0 0.4 -0.4
C -2.656111 -2.446633 0.645520 -1.8 0.7 0.7
C -5.610943 4.615238 0.411796 1.7 -1.4 0.6
C -1.270069 -0.272198 0.282700 -2.3 0.5 0.0
C -0.238015 -2.395515 0.194695 0.3 -1.2 0.4
C 1.050036 -2.899778 0.899354 0.4 -0.3 -1.2
C -2.479895 0.715904 0.367463 -3.2 0.8 -0.5
C 4.278761 -5.327419 -3.086030 0.4 -0.3 -0.3
C 6.244897 -0.364275 1.371753 -0.1 -0.2 0.4
C -1.653908 0.160444 4.427863 -1.0 0.1 -0.9
C 5.203804 -2.366439 -5.256963 -0.3 0.1 -0.1
C 4.605244 -3.939153 -2.520666 -2.0 0.8 0.7
C 7.490142 -3.164555 -4.995093 0.3 -0.2 0.6
C 4.327353 -5.375846 -4.609213 0.0 0.1 0.0
C 5.388265 -0.346234 2.684035 1.3 0.7 -0.9
C -4.817488 7.472665 1.652235 0.2 -0.1 0.3
C -2.115842 -1.039314 3.519574 0.7 0.3 1.3
C 2.435323 -2.288161 2.670858 0.0 0.0 0.6
C -5.522083 3.566442 -0.709267 -0.5 0.3 -0.4
C -4.274619 4.451916 1.162651 0.0 0.2 0.4
C -6.504140 8.384574 0.150180 -0.3 -0.3 -0.6
C 4.653689 -4.030205 -0.986592 0.8 -0.1 0.1
C 3.423626 -2.983128 -2.790951 0.0 0.0 -0.3
H 3.497819 -4.806354 -5.037610 0.0 0.0 0.0
H 7.822443 -2.197918 -4.609314 0.0 0.0 0.0
H -4.854461 8.517997 1.968165 -0.2 0.0 -0.1
H -2.696625 -2.695854 -0.440226 0.1 0.3 0.8
H 4.196986 -2.694805 -5.513513 0.0 0.0 0.1
H -0.600208 -2.489246 2.988667 -0.4 0.5 -0.6
H -4.089178 3.401552 1.394458 0.0 0.0 -0.3
H 5.658068 -2.050863 -6.198402 0.1 -0.2 0.1
H -3.914612 7.362952 1.049202 -0.1 -0.1 0.0
H 2.542745 -3.288639 -2.226753 0.2 0.0 0.1
H 5.790381 0.249826 0.568465 0.1 -0.4 0.5
H -3.437218 4.800365 0.554888 -0.1 0.0 0.0
H -7.690760 4.113509 0.762193 0.1 0.1 -0.1
H -7.921776 5.018597 2.990887 0.0 0.0 0.0
H 5.780506 -1.154966 3.342904 -0.6 0.3 -0.3
H -2.123290 0.074275 5.428847 0.6 0.0 -0.4
H 6.343563 -1.416548 1.021665 -0.1 0.8 0.0
H 4.907577 -3.064317 -0.543391 0.0 0.0 -0.1
H -0.695732 -3.357779 -0.153670 0.5 0.5 0.2
H -4.238882 4.970438 2.120445 0.0 0.1 -0.1
H -0.136456 -0.815809 2.640509 -0.6 -0.5 -0.3
H -7.293194 7.413139 2.615128 0.1 0.1 -0.1
H -7.452800 8.286196 -0.379333 0.1 -0.2 -0.1
H 0.702956 1.446161 -1.681127 -0.1 -0.1 0.4
H -5.744197 8.715297 -0.561953 0.0 -0.1 0.0
H 5.600978 0.624463 3.198908 -0.4 -0.6 -0.1
H -0.555689 0.299660 4.440439 -0.6 -0.3 0.3
H 3.104771 -2.959854 -3.830688 0.1 0.0 0.0
H 6.440368 -5.576316 -4.870896 0.1 0.1 0.1
H 3.664877 -1.963147 -2.485552 0.0 -0.1 0.0
H 2.593812 -0.392392 3.838291 0.2 -0.7 -0.4
H 0.798789 -3.677964 1.663373 -0.1 0.8 -0.4
H 5.130445 -1.473384 -4.633974 0.0 -0.1 0.1
H 4.190392 -6.407197 -4.946762 0.0 0.0 0.0
H 7.266915 0.043933 1.564522 -0.7 -0.4 0.0
H 3.681089 -4.329259 -0.592362 -0.1 0.1 -0.3
H 3.070588 -3.206656 2.550563 -0.3 0.7 -0.1
H -6.203900 5.294867 3.150680 0.0 0.0 -0.1
H -6.572945 3.276031 1.813537 0.2 0.0 -0.2
H -5.307194 2.579326 -0.294540 0.2 0.2 0.2
H 8.193885 -3.928623 -4.662136 -0.1 0.1 0.2
H -2.383796 -1.887931 4.194724 -0.1 0.5 -0.7
H -3.559718 -1.805518 0.822240 0.6 -0.6 -0.2
H 4.985066 -6.067217 -2.690447 0.1 0.2 0.0
H 1.596301 -2.572918 3.361933 0.6 0.2 -0.4
H 7.564153 -3.133176 -6.083840 -0.3 0.0 0.0
H -8.167740 6.686488 1.282905 0.1 0.0 -0.2
H -6.643733 9.181232 0.884132 0.1 -0.2 0.1
H -4.721387 3.809105 -1.410661 0.0 0.0 0.1
H 3.869980 -1.594941 4.168275 -0.2 0.2 -0.6
H -2.099345 1.067080 3.946505 0.5 -0.6 0.3
H 1.655149 -3.445964 0.123422 -0.5 0.3 0.4
H -6.454613 3.473877 -1.269662 0.0 0.2 0.0
H 3.289248 -5.644844 -2.745749 0.0 0.2 0.1
H 5.633290 -4.805527 -6.219957 0.1 0.2 0.0
H 5.373646 -4.770423 -0.633684 0.1 0.1 -0.1
H -4.696460 6.894191 2.567409 0.1 -0.1 -0.1
```
Forces are in eV/Å.